(i)
Molecular formula: C3H12N4
Method: DFT, ωB97M-V/def2-TZVPD

Summary:
total charge = +2
E_LUMO (alpha / beta) = -10.94 / -10.94 eV

Last column: Mulliken charge in e.
Atoms and positions in Å:
1 C -0.201 0.627 -1.459  -1.64
2 H -1.182 0.497 -1.943  0.52
3 H -0.515 0.913 1.954  0.47
4 H -0.511 2.313 0.967  0.35
5 C -0.168 1.292 1.065  -1.41
6 N 1.452 -0.837 0.063  0.05
7 N -2.009 -1.479 -0.309  -0.72
8 H -2.692 -2.062 0.189  0.28
9 H -1.570 -0.520 1.406  0.33
10 N 2.588 -0.384 0.210  -0.10
11 H 0.142 1.621 -1.718  0.34
12 C -0.577 0.399 -0.041  1.24
13 H 3.011 0.088 -0.615  0.32
14 H -1.957 -1.320 -1.364  0.27
15 H 3.003 -0.487 1.121  0.31
16 H 1.180 -1.273 0.885  0.28
17 H 0.861 1.439 1.181  0.39
18 H 0.463 -0.245 -1.931  0.37
19 N -1.317 -0.581 0.337  0.34

(ii)
Molecular formula: C3H12N4
Method: DFT, ωB97M-V/def2-TZVPD

Summary:
total charge = +2
E_LUMO = -9.74 eV

Last column: Mulliken charge in e.
Atoms and positions in Å:
1 H 0.834 1.161 1.093  0.28
2 H -1.818 -0.614 2.782  0.32
3 C 1.056 1.503 0.036  -1.16
4 H 3.065 0.665 -0.769  0.29
5 N -1.677 -0.389 0.767  0.32
6 C 1.186 0.207 -0.573  0.47
7 N -2.258 -0.443 1.841  -0.28
8 N 2.821 -1.372 -1.235  -0.60
9 H 2.253 -2.137 -0.940  0.26
10 N 2.423 -0.167 -0.859  0.28
11 H -3.292 -0.194 1.928  0.30
12 H -3.526 -0.076 0.092  0.47
13 C -2.587 -0.125 -0.326  -0.78
14 H 3.740 -1.588 -1.315  0.25
15 H 1.888 2.093 -0.055  0.37
16 H -2.288 0.901 -0.696  0.31
17 H 0.458 -0.657 -0.573  0.24
18 H 0.154 2.084 -0.121  0.34
19 H -2.431 -0.854 -1.077  0.30

Name the most stable of them. (ii).

(i)
Molecular formula: C3H12N4
Method: DFT, ωB97M-V/def2-TZVPD

Summary:
total charge = +2
SMILES = [H]/N=C(/C[NH2+]C)N[NH3+]
E_LUMO = -7.54 eV

Last column: Mulliken charge in e.
Atoms and positions in Å:
1 C -0.597 0.661 0.583  -0.97
2 H -3.366 -0.717 -0.785  0.37
3 C 0.729 -0.208 0.054  0.85
4 H -0.897 1.600 -0.138  0.38
5 H -2.014 0.138 -1.328  0.38
6 H 3.615 0.096 -1.045  0.40
7 H -2.162 -0.440 1.550  0.41
8 H -0.083 1.018 1.455  0.42
9 N 3.178 -0.056 -0.071  -0.32
10 H -1.250 -1.189 0.470  0.33
11 H -3.234 1.017 -0.380  0.35
12 H 1.701 1.533 -0.202  0.29
13 C -2.766 0.060 -0.486  -0.87
14 H 3.040 -1.131 0.223  0.36
15 N 1.885 0.530 0.013  -0.23
16 N -1.767 -0.333 0.564  -0.16
17 H 1.420 -2.162 -0.207  0.26
18 N 0.625 -1.435 -0.008  -0.66
19 H 3.745 0.314 0.700  0.39

(ii)
Molecular formula: C3H12N4
Method: DFT, ωB97M-V/def2-TZVPD

Summary:
total charge = +2
E_LUMO = -6.78 eV

Last column: Mulliken charge in e.
Atoms and positions in Å:
1 H 0.255 3.401 -0.452  0.38
2 N -0.659 0.068 0.622  -0.36
3 H 3.610 -3.528 0.821  0.35
4 C -0.120 -1.163 1.193  -0.63
5 C -1.449 -0.132 -0.603  -0.78
6 N -0.438 3.877 -0.998  -0.51
7 H -0.927 2.987 -1.087  0.30
8 N 1.138 -1.587 0.793  0.05
9 H -1.391 -1.085 -1.075  0.37
10 H -0.067 4.228 -1.962  0.43
11 H -0.833 -2.009 1.055  0.45
12 H -2.515 -0.172 -0.417  0.38
13 N 2.648 -3.342 0.341  -0.31
14 H -1.333 0.360 1.278  0.31
15 H 2.543 -3.695 -0.622  0.31
16 C 1.755 -2.559 0.617  0.36
17 H -0.930 4.741 -0.620  0.41
18 H -0.143 -1.106 2.337  0.38
19 H -1.142 0.718 -1.222  0.10

Name the most stable of them. (ii).

(i)
Molecular formula: C3H10N2O
Method: DFT, ωB97M-V/def2-TZVPD

Summary:
total charge = 0
SMILES = NCNCCO
E_LUMO = 0.91 eV

Last column: Mulliken charge in e.
Atoms and positions in Å:
1 H 0.524 2.674 0.462  0.33
2 H -1.667 2.634 0.717  0.30
3 H 1.001 -2.034 -1.255  0.26
4 H -0.553 0.429 1.143  0.28
5 C 0.160 -1.783 -0.604  -0.38
6 H -0.724 -2.323 -0.958  0.24
7 H 0.304 2.053 -1.217  0.34
8 O -1.417 2.403 -0.188  -0.52
9 N 0.445 -2.175 0.764  -0.55
10 C -0.030 2.001 -0.179  -0.76
11 H 1.166 -2.880 0.788  0.23
12 H 0.694 -1.461 1.427  0.24
13 C 0.146 0.559 0.306  -0.35
14 H 1.196 0.479 0.612  0.43
15 H -1.109 -0.221 -1.030  0.25
16 N -0.137 -0.357 -0.790  -0.35

(ii)
Molecular formula: C3H10N2O
Method: DFT, ωB97M-V/def2-TZVPD

Summary:
total charge = 0
E_LUMO = 0.82 eV

Last column: Mulliken charge in e.
Atoms and positions in Å:
1 H -1.196 0.304 -1.685  0.39
2 H 1.457 1.297 -0.802  0.30
3 H 0.812 1.080 0.936  0.26
4 H -2.787 -0.133 -0.114  0.20
5 C 1.089 0.653 -0.020  -0.65
6 C 0.585 -0.627 -0.375  0.13
7 N 0.210 -1.524 0.576  -0.42
8 H 0.894 -1.045 -1.326  0.40
9 H -0.920 1.790 -0.781  0.39
10 C -0.989 0.704 -0.692  -0.73
11 N -1.969 0.312 0.287  -0.47
12 H 2.753 -0.436 1.164  0.25
13 H -0.214 -2.380 0.253  0.23
14 H -2.262 1.091 0.863  0.20
15 O 2.783 0.044 0.325  -0.72
16 H -0.245 -1.129 1.390  0.26

(iii)
Molecular formula: C3H10N2O
Method: DFT, ωB97M-V/def2-TZVPD

Summary:
total charge = 0
SMILES = CC/N=C/N.O
E_LUMO = 0.85 eV

Last column: Mulliken charge in e.
Atoms and positions in Å:
1 N 0.200 -1.495 -1.051  -0.48
2 H 1.935 -0.782 -0.211  0.37
3 N 0.313 0.128 0.655  -0.54
4 H -0.766 -1.341 -1.278  0.22
5 H 2.130 2.138 -1.010  0.29
6 H 1.076 3.222 -0.198  0.30
7 H 0.874 1.881 1.668  0.36
8 H 2.202 1.057 0.965  0.31
9 H 0.335 1.988 -1.179  0.33
10 C 1.142 1.330 0.769  -0.48
11 O -3.053 -1.419 0.528  -0.63
12 H -3.371 -1.486 -0.388  0.30
13 C 1.169 2.171 -0.504  -1.02
14 H -3.434 -0.541 0.708  0.32
15 H 0.820 -1.669 -1.827  0.25
16 C 0.841 -0.707 -0.133  0.08

(iv)
Molecular formula: C3H10N2O
Method: DFT, ωB97M-V/def2-TZVPD

Summary:
total charge = 0
SMILES = CC(C)NNO
E_LUMO = 1.14 eV

Last column: Mulliken charge in e.
Atoms and positions in Å:
1 H 1.460 -1.842 -0.453  0.41
2 H -0.615 1.710 0.239  0.22
3 H -2.147 0.913 -1.234  0.27
4 H -2.737 -0.822 0.747  0.33
5 H 0.424 -1.609 0.961  0.33
6 C 0.527 0.100 -0.343  0.65
7 H 2.630 0.373 0.085  0.38
8 O -2.940 -0.012 0.263  -0.45
9 C 1.691 0.786 0.444  -1.37
10 H 0.647 0.313 -1.419  0.24
11 H 1.593 0.579 1.506  0.37
12 H 1.706 1.862 0.285  0.36
13 N -1.798 0.217 -0.570  -0.31
14 N -0.665 0.693 0.218  -0.34
15 C 0.529 -1.404 -0.102  -1.42
16 H -0.306 -1.859 -0.627  0.34

Name the most stable of them. (i).

(i)
Molecular formula: C3H10N2O
Method: DFT, ωB97M-V/def2-TZVPD

Summary:
total charge = 0
SMILES = NCCNCO
E_LUMO = 0.97 eV

Last column: Mulliken charge in e.
Atoms and positions in Å:
1 C 1.050 -0.287 1.467  -0.34
2 N 0.550 0.164 -0.997  -0.37
3 H -0.447 1.921 -1.396  0.28
4 H -1.124 1.012 0.007  0.11
5 H 1.348 0.713 -1.251  0.22
6 H -1.136 -0.386 -2.189  0.29
7 H 1.799 -0.957 1.908  0.39
8 C 0.928 -0.843 0.026  -0.68
9 C -0.639 0.933 -0.974  -0.11
10 H 1.874 -1.239 -0.336  0.38
11 H 1.474 0.724 1.493  0.22
12 O -1.651 0.363 -1.863  -0.53
13 H 0.052 -1.495 0.029  0.31
14 N -0.205 -0.396 2.177  -0.54
15 H -0.207 -0.724 3.122  0.19
16 H -0.705 0.474 2.153  0.17

(ii)
Molecular formula: C3H10N2O
Method: DFT, ωB97M-V/def2-TZVPD

Summary:
total charge = 0
SMILES = CC=O.NCN
E_LUMO = 0.93 eV

Last column: Mulliken charge in e.
Atoms and positions in Å:
1 H 0.969 0.047 0.486  0.13
2 H -0.137 1.793 -2.049  0.22
3 C -1.612 1.362 -0.241  0.10
4 N 2.247 -1.508 0.637  -0.65
5 H -1.247 2.083 0.549  0.32
6 H -1.761 1.179 -2.397  0.35
7 H 0.988 -0.437 2.110  0.37
8 H 2.392 -1.202 -0.328  0.26
9 C 1.039 -0.843 1.152  -0.22
10 H -1.781 2.699 -1.876  0.33
11 C -1.257 1.778 -1.751  -0.94
12 N -0.264 -1.631 0.719  -0.53
13 H 0.043 -2.494 0.212  0.21
14 H -0.724 -1.883 1.537  0.20
15 H 2.988 -1.150 1.211  0.24
16 O -1.882 0.208 0.028  -0.39

(iii)
Molecular formula: C3H10N2O
Method: DFT, ωB97M-V/def2-TZVPD

Summary:
total charge = 0
SMILES = CC(N)=O.CN
E_LUMO = 0.66 eV

Last column: Mulliken charge in e.
Atoms and positions in Å:
1 H -0.245 -1.358 -0.135  0.20
2 C -2.836 -0.839 0.177  -0.76
3 H 2.773 -0.766 1.323  0.27
4 N 2.819 0.035 -0.725  -0.58
5 C -1.679 0.204 -0.006  0.46
6 H 4.276 -0.173 0.650  0.35
7 H -2.405 -1.860 0.357  0.28
8 H 1.770 -0.295 -0.704  0.23
9 H 0.311 0.340 -0.356  0.19
10 H -3.410 -0.545 1.143  0.24
11 H 3.194 -0.761 -1.153  0.28
12 O -1.830 1.417 -0.001  -0.59
13 N -0.444 -0.363 -0.250  -0.36
14 H 3.000 0.931 1.162  0.29
15 C 3.215 0.010 0.711  -0.73
16 H -3.451 -0.799 -0.742  0.22

Name the most stable of them. (iii).